[1]
ORCA calculation (ωB97M-V/def2-TZVPD) on a molecular structure, C22H17BrF4N2O2PPt at a distorted geometry.

Each line ends with the Mulliken spin population.
Element x y z (Å)
Pt  -0.065  -0.270  -1.444  1.09
C  1.564  1.713  -4.808  0.00
C  0.750  0.771  -3.998  0.01
N  1.308  -0.101  -3.210  0.05
O  2.689  -0.115  -3.193  0.01
C  -0.694  0.743  -4.048  0.00
C  -1.480  1.494  -5.070  0.02
N  -1.307  0.030  -3.137  0.25
O  -2.525  -0.159  -3.002  0.34
H  2.212  1.153  -5.482  0.00
H  2.221  2.261  -4.129  0.00
H  0.955  2.404  -5.379  0.00
H  2.953  -0.958  -2.795  0.00
H  -1.422  2.565  -4.875  0.00
H  -2.521  1.183  -5.009  0.00
H  -1.114  1.302  -6.075  0.00
F  0.455  4.985  3.391  0.00
C  0.307  3.805  2.818  0.00
C  0.422  2.637  3.569  0.00
F  0.656  2.711  4.870  0.00
C  0.294  1.404  2.940  0.00
F  0.444  0.298  3.670  0.00
C  0.024  1.279  1.578  -0.01
P  -0.097  -0.403  0.821  0.10
C  -1.661  -1.147  1.350  -0.04
C  -2.401  -1.732  0.319  -0.01
C  -3.609  -2.342  0.590  0.01
C  -4.089  -2.364  1.892  0.00
C  -3.358  -1.783  2.918  0.00
C  -2.141  -1.176  2.657  0.00
C  1.287  -1.328  1.534  -0.02
C  2.541  -0.715  1.555  0.03
C  3.653  -1.433  1.948  -0.01
C  3.523  -2.773  2.289  0.02
C  2.278  -3.387  2.268  0.00
C  1.156  -2.670  1.885  0.03
C  -0.116  2.465  0.853  0.01
Br  -0.517  2.515  -0.994  0.10
C  0.035  3.708  1.457  -0.01
F  -0.077  4.806  0.722  0.00
H  -2.010  -1.697  -0.702  0.03
H  -4.184  -2.781  -0.212  0.00
H  -5.044  -2.820  2.105  0.00
H  -3.739  -1.790  3.928  0.00
H  -1.581  -0.738  3.466  0.00
H  2.632  0.320  1.251  0.00
H  4.622  -0.956  1.969  0.00
H  4.399  -3.339  2.565  0.00
H  2.184  -4.428  2.538  0.00
H  0.186  -3.146  1.845  0.00

Forces on atoms 1 to 3 (eV/Å):
1.1 0.0 0.6
0.2 0.0 -0.1
1.1 -0.6 0.4

Total energy ... -123601.804 eV
2S+1 ... 3
Total charge ... +1

***

[2]
ORCA calculation (ωB97M-V/def2-TZVPD) on a gas-phase ion, C4H10NO5PS (charge -2) at a distorted geometry.

Each line ends with the Mulliken charge.
Element x y z (Å)
C  2.318  1.107  -0.952  -1.81
C  2.079  -0.048  0.077  1.34
C  2.006  0.688  1.459  -1.65
O  2.736  -1.090  0.002  -0.84
P  0.203  -0.706  -0.140  0.71
O  -0.128  -1.489  -1.350  -0.77
O  -0.119  -1.474  1.143  -0.79
N  -1.182  0.746  -0.536  -0.52
S  -2.638  0.268  -0.012  1.12
C  -2.716  -1.523  -0.123  -1.12
O  -3.705  0.790  -0.922  -0.76
O  -2.881  0.654  1.414  -0.71
H  2.337  0.752  -1.897  0.42
H  1.769  2.035  -0.755  0.32
H  3.345  1.579  -0.720  0.47
H  2.895  1.320  1.746  0.46
H  1.200  1.289  1.373  0.43
H  1.773  -0.130  2.208  0.22
H  -1.181  0.732  -1.556  0.29
H  -2.026  -1.909  0.610  0.41
H  -3.651  -1.783  0.075  0.51
H  -2.434  -1.807  -1.142  0.28

Forces on atoms 1 to 3 (eV/Å):
2.0 1.9 3.6
-2.0 3.8 0.6
2.1 -2.8 1.0

Total energy ... -36161.320 eV
SMILES string ... CC(C)([O-])[P@@](=O)([O-])NS(C)(=O)=O
2S+1 ... 1
Total charge ... -2

***

[3]
ORCA calculation (ωB97M-V/def2-TZVPD) on a molecular structure, C3H2GdLi2O3 at a distorted geometry.

Each line ends with the Mulliken spin population.
Element x y z (Å)
C  -0.585  0.202  0.657  -0.16
C  0.269  -0.746  0.210  -0.48
O  -1.891  0.221  0.340  -0.24
H  -0.241  1.015  1.314  -0.04
H  -0.059  -1.608  -0.388  -0.01
Li  -3.127  1.675  -0.507  0.00
Li  -2.501  -1.535  1.027  0.00
O  1.012  0.469  -2.196  0.00
C  2.003  0.633  -1.610  0.00
O  1.737  -0.902  0.390  -0.23
Gd  3.383  0.576  0.762  8.16

Forces on atoms 1 to 3 (eV/Å):
-3.1 2.7 0.7
6.5 -4.0 -0.7
2.7 -0.7 0.5

Total energy ... -30501.086 eV
2S+1 ... 8
Total charge ... +3

***

[4]
ORCA calculation (ωB97M-V/def2-TZVPD) on 14 unconnected molecules or ions with the total composition C40H120N9O14P3S11 at a distorted geometry.

Each line ends with the Mulliken charge.
Element x y z (Å)
O  -1.010  2.480  -0.203  -0.58
P  -0.823  1.006  -0.126  -0.67
N  0.664  0.549  -0.953  1.16
C  1.941  1.175  -0.628  -1.02
C  0.755  -0.681  -1.771  -0.50
N  -2.097  0.033  -0.770  1.28
C  -2.843  -0.978  -0.084  -0.54
C  -2.474  0.233  -2.197  -0.68
N  -0.574  0.349  1.425  1.30
C  -1.554  0.837  2.430  -0.02
C  0.096  -0.895  1.763  0.16
H  2.303  0.798  0.329  0.11
H  1.725  2.220  -0.409  0.37
H  2.686  0.975  -1.397  0.04
H  -0.069  -1.387  -1.668  0.02
H  1.664  -1.273  -1.666  0.17
H  0.714  -0.385  -2.819  -0.03
H  -3.703  -0.512  0.397  0.04
H  -3.272  -1.700  -0.778  -0.04
H  -2.199  -1.372  0.703  0.00
H  -3.513  0.548  -2.291  0.44
H  -1.940  1.021  -2.727  -0.40
H  -2.420  -0.686  -2.782  0.12
H  -2.578  0.709  2.078  -0.22
H  -1.436  0.453  3.444  0.02
H  -1.444  1.896  2.662  0.04
H  -0.099  -1.656  1.007  0.03
H  -0.196  -1.349  2.710  -0.32
H  1.169  -0.714  1.825  -0.26
O  4.970  2.595  3.343  -0.96
P  4.289  3.668  2.575  0.34
N  4.195  3.444  0.912  0.70
C  5.211  2.516  0.287  -1.04
C  3.396  4.176  -0.011  -1.23
N  5.236  5.151  2.605  0.21
C  6.629  4.892  2.697  -1.00
C  4.774  6.520  2.133  -1.22
N  2.745  4.044  3.124  0.96
C  2.507  5.056  4.185  -1.05
C  1.761  2.935  3.181  -1.11
H  6.146  2.628  0.837  0.32
H  5.523  2.906  -0.682  0.53
H  4.861  1.486  0.220  0.05
H  3.933  5.100  -0.228  0.11
H  2.479  4.354  0.550  0.26
H  3.312  3.647  -0.960  0.57
H  6.966  4.265  1.872  0.26
H  7.028  5.896  2.551  0.47
H  6.878  4.511  3.687  0.23
H  3.716  6.483  1.872  0.31
H  5.130  7.222  2.887  0.41
H  5.117  6.698  1.113  0.39
H  2.490  4.513  5.130  0.31
H  3.196  5.895  4.087  0.35
H  1.542  5.554  4.095  0.19
H  0.722  3.242  3.301  0.46
H  1.983  2.258  4.006  0.25
H  1.702  2.296  2.300  0.01
O  4.487  -2.629  -0.282  -0.54
P  4.582  -2.720  -1.779  -0.26
N  3.314  -3.567  -2.548  1.31
C  3.510  -3.997  -3.901  -0.86
C  2.199  -4.217  -1.873  -1.67
N  6.016  -3.379  -2.393  0.28
C  6.539  -3.146  -3.763  -0.98
C  6.291  -4.748  -1.855  -0.98
N  4.620  -1.094  -2.468  0.68
C  5.708  -0.089  -2.110  -1.27
C  3.948  -0.766  -3.787  -1.13
H  4.045  -4.939  -4.023  0.24
H  4.153  -3.388  -4.537  0.26
H  2.550  -4.011  -4.417  -0.18
H  2.068  -3.936  -0.828  0.31
H  2.488  -5.241  -1.639  0.45
H  1.240  -4.176  -2.391  0.40
H  7.627  -3.209  -3.758  0.31
H  6.288  -3.945  -4.460  0.37
H  6.160  -2.196  -4.140  0.25
H  6.476  -4.820  -0.783  0.22
H  5.428  -5.333  -2.172  0.33
H  7.171  -5.172  -2.338  0.37
H  6.576  -0.264  -2.745  0.25
H  5.239  0.891  -2.207  0.44
H  6.010  -0.329  -1.091  0.38
H  2.911  -1.069  -3.642  0.03
H  4.368  -1.414  -4.556  0.49
H  3.999  0.284  -4.074  0.48
C  -5.740  -0.621  2.490  -0.09
S  -7.190  0.216  3.320  0.46
O  -7.834  1.019  2.187  -0.57
C  -8.112  -1.428  3.504  -1.03
H  -5.248  0.100  1.837  -0.66
H  -6.064  -1.429  1.834  0.51
H  -5.096  -1.053  3.257  0.23
H  -8.914  -1.182  4.199  0.36
H  -7.510  -2.161  4.041  0.35
H  -8.545  -1.990  2.676  0.33
C  0.804  -4.933  1.967  0.01
S  -0.821  -5.348  1.232  0.24
O  -1.305  -4.072  0.557  -0.36
C  -0.194  -6.545  -0.072  -0.58
H  0.748  -4.471  2.952  -0.16
H  1.396  -4.301  1.305  -0.24
H  1.447  -5.780  2.206  0.61
H  0.181  -7.499  0.296  0.40
H  0.518  -6.001  -0.693  -0.15
H  -1.100  -6.785  -0.629  0.37
C  -2.883  -2.865  4.652  -0.96
S  -1.077  -3.046  5.003  0.89
O  -0.959  -2.624  6.524  -0.77
C  -1.090  -4.898  5.097  -1.29
H  -3.011  -2.880  3.570  0.23
H  -3.165  -1.856  4.952  0.12
H  -3.572  -3.561  5.130  0.55
H  -1.920  -5.065  5.784  0.51
H  -0.125  -5.153  5.536  0.35
H  -1.213  -5.342  4.109  0.29
C  -3.665  -4.064  -2.114  -0.85
S  -4.333  -5.514  -2.989  0.48
O  -4.309  -6.679  -2.029  -0.62
C  -6.041  -4.795  -3.284  -0.91
H  -3.773  -3.214  -2.788  0.36
H  -2.608  -4.194  -1.883  0.20
H  -4.131  -3.791  -1.168  0.35
H  -6.008  -4.051  -4.080  0.31
H  -6.275  -4.418  -2.289  0.27
H  -6.824  -5.510  -3.539  0.36
C  -4.258  3.101  1.324  -0.69
S  -5.286  2.352  -0.079  0.60
O  -6.718  2.855  0.064  -0.65
C  -4.514  3.389  -1.486  -0.76
H  -4.492  4.165  1.366  0.59
H  -3.172  3.030  1.264  -0.21
H  -4.581  2.635  2.255  0.35
H  -4.510  4.421  -1.134  0.40
H  -5.237  3.317  -2.299  0.29
H  -3.490  3.047  -1.635  0.04
C  -7.589  1.459  -6.495  -0.92
S  -6.431  2.156  -5.219  0.58
O  -7.150  3.211  -4.418  -0.62
C  -6.450  0.732  -4.141  -0.71
H  -7.248  0.509  -6.907  0.32
H  -7.629  2.225  -7.269  0.33
H  -8.469  1.291  -5.874  0.30
H  -5.995  0.907  -3.167  -0.04
H  -6.094  -0.175  -4.630  0.36
H  -7.447  0.546  -3.741  0.39
C  0.321  4.394  -4.393  -0.97
S  -0.937  3.008  -4.169  0.74
O  -1.839  3.007  -5.459  -0.72
C  0.331  1.666  -4.385  -1.00
H  1.086  3.959  -5.037  0.34
H  0.736  4.683  -3.428  0.24
H  -0.298  5.211  -4.763  0.40
H  -0.300  0.823  -4.668  0.18
H  0.828  1.574  -3.419  0.02
H  0.943  1.840  -5.270  0.73
C  -1.071  1.267  6.349  -0.46
S  -2.866  1.272  6.634  0.36
O  -3.376  0.923  5.244  -0.52
C  -3.080  -0.205  7.676  -0.84
H  -0.647  0.306  6.060  -0.08
H  -0.728  1.594  7.331  0.52
H  -0.814  1.937  5.528  0.15
H  -2.915  0.174  8.684  0.44
H  -2.409  -1.050  7.518  0.14
H  -4.113  -0.550  7.644  0.33
C  2.531  -2.662  -7.401  -1.23
S  1.737  -1.735  -6.009  0.85
O  1.257  -0.463  -6.756  -0.69
C  0.303  -2.842  -5.654  -0.88
H  3.365  -2.066  -7.770  0.38
H  1.829  -2.792  -8.225  0.40
H  2.959  -3.623  -7.116  0.33
H  0.471  -3.885  -5.382  0.39
H  -0.291  -2.844  -6.568  0.48
H  -0.246  -2.291  -4.890  0.00
C  4.382  -2.392  3.324  -1.25
S  2.644  -2.029  3.829  0.97
O  2.258  -3.273  4.578  -0.71
C  2.983  -0.704  5.131  -0.73
H  4.391  -3.236  2.634  0.30
H  5.140  -2.609  4.077  0.44
H  4.833  -1.601  2.724  0.35
H  3.347  0.208  4.656  0.14
H  3.644  -1.030  5.934  0.42
H  2.008  -0.429  5.532  0.09
C  0.150  7.482  0.782  -0.89
S  -0.642  6.315  1.997  0.77
O  -1.348  7.100  3.076  -0.72
C  -2.034  5.679  0.911  -0.81
H  0.010  6.926  -0.145  0.20
H  1.211  7.586  1.009  0.25
H  -0.464  8.382  0.750  0.41
H  -2.566  5.067  1.640  0.06
H  -1.608  5.084  0.103  0.23
H  -2.705  6.432  0.497  0.53

Forces on atoms 1 to 3 (eV/Å):
-0.1 -1.0 0.3
1.5 -2.2 -0.4
-1.9 -1.1 -0.1

Total energy ... -232546.008 eV
2S+1 ... 1

***

- Look up the total energy of the second one.
  -36161.320 eV